Record 1
{"formula": "C20H33BrLaO3Si", "method": "the ωB97M-V functional and the def2-TZVPD basis", "total_energy_ha": -3900.854659, "total_charge": 3, "homo_ev": -14.749, "symbols": ["C", "Si", "C", "C", "C", "C", "C", "C", "C", "C", "C", "O", "C", "O", "O", "C", "C", "C", "Br", "C", "C", "C", "C", "C", "C", "H", "H", "H", "H", "H", "H", "H", "H", "H", "H", "H", "H", "H", "H", "H", "H", "H", "H", "H", "H", "H", "H", "H", "H", "H", "H", "H", "H", "H", "H", "H", "H", "H", "La"], "xyz": [[3.09285, -0.47808, 2.18332], [4.48849, -0.07949, 0.85943], [6.11025, 0.16845, 1.86877], [4.05027, 1.44953, -0.25293], [2.96679, 2.48343, 0.41401], [1.60637, 2.63208, -0.52759], [0.22056, 2.60202, 0.34941], [-1.08260, 2.93498, -0.58917], [-2.51990, 2.88410, 0.23619], [-3.19763, 1.39110, 0.25220], [-4.64943, 1.31745, -0.57474], [-5.65104, 0.84806, 0.40066], [-6.85716, 0.30789, -0.27605], [-7.05536, 0.60816, -1.58884], [-7.90860, -0.49624, 0.36548], [-7.43954, -1.83759, 0.74454], [-6.40320, -2.53981, -0.31446], [-4.81088, -2.45535, 0.13672], [-4.43910, -3.13190, 1.98143], [4.51435, -1.61567, -0.33036], [4.06612, -3.10273, 0.23791], [4.04216, -4.40554, -0.79698], [4.45757, -4.26969, -2.39186], [4.91177, -2.77209, -2.92441], [4.94382, -1.45117, -1.90449], [3.50158, -1.38355, 2.84558], [2.82320, 0.44518, 2.85063], [2.17876, -0.88370, 1.54375], [7.08207, 0.30468, 1.20078], [6.27687, -0.64027, 2.73042], [5.98505, 1.20179, 2.45278], [5.07261, 1.95890, -0.57560], [3.56671, 1.00995, -1.24978], [3.51562, 3.53531, 0.51838], [2.59741, 2.17775, 1.48149], [1.71319, 3.68466, -1.06318], [1.53812, 1.80484, -1.37326], [0.28346, 3.39902, 1.20429], [0.13877, 1.50557, 0.80480], [-0.94843, 4.01815, -1.06480], [-1.09966, 2.16778, -1.48987], [-2.25419, 3.16945, 1.35268], [-3.30214, 3.68153, -0.14314], [-2.42253, 0.66574, -0.29258], [-3.31431, 0.94529, 1.34512], [-4.45069, 0.52453, -1.44363], [-4.95598, 2.34400, -1.04826], [-7.05953, -1.80340, 1.85887], [-8.41053, -2.53187, 0.76550], [-6.66472, -3.70471, -0.30731], [-6.57197, -2.20736, -1.44804], [-4.21046, -3.14618, -0.61467], [-4.34506, -1.38585, 0.04568], [3.75334, -3.31272, 1.35080], [3.68613, -5.46706, -0.39635], [4.40068, -5.19595, -3.11562], [5.19521, -2.62493, -4.06241], [5.25501, -0.41757, -2.37682], [3.98947, 5.16913, 0.15557]], "forces_ev_per_angstrom": [[-0.2, -0.7, -0.5], [0.0, -1.7, 1.6], [1.2, 1.2, 0.7], [-0.2, 0.7, -1.5], [-0.8, -1.8, -0.8], [-0.1, 0.5, 0.5], [-0.1, -0.1, -0.3], [-0.2, 0.3, -0.6], [0.4, -0.1, 1.0], [0.3, -0.4, -0.4], [1.7, -0.4, -0.6], [-2.8, -1.9, -2.1], [-1.3, 1.6, -6.6], [1.6, -1.9, 8.6], [4.2, 1.5, -1.0], [-0.5, -1.8, 0.5], [0.2, -1.2, 0.6], [-0.1, 0.3, -2.3], [-0.4, 0.5, -1.2], [-0.2, -3.8, -1.9], [0.9, -0.2, -4.5], [0.6, 3.2, -0.3], [0.3, 4.3, 2.1], [-1.0, -0.6, 3.3], [-1.1, -4.3, -0.1], [-1.0, 2.2, -1.3], [0.3, -2.0, -1.1], [1.6, 1.0, 1.7], [-2.0, -0.5, 1.5], [-0.4, 1.6, -2.2], [0.2, -2.0, -1.1], [-1.9, -0.8, 0.6], [1.0, 1.1, 2.0], [-2.3, -5.6, 1.4], [1.1, 0.8, -1.8], [-0.4, -1.5, 0.4], [0.6, 1.9, 1.7], [-0.1, -1.6, -1.4], [0.1, 2.4, -0.8], [-0.2, -2.2, 1.0], [0.0, 1.5, 1.8], [-0.6, -0.4, -2.2], [1.8, -1.6, 0.6], [-1.8, 1.4, 1.1], [0.0, 1.2, -2.3], [-1.0, 1.8, 1.9], [0.5, -2.0, 1.0], [-0.3, -0.1, -2.3], [2.0, 1.9, -0.1], [0.5, 2.6, 0.1], [0.5, -0.4, 2.6], [-1.2, 1.3, 1.8], [-1.1, -2.0, 0.4], [0.7, 0.7, -2.5], [0.9, 2.6, -0.9], [0.2, 2.1, 1.6], [-0.6, -0.4, 2.7], [-0.7, -2.3, 1.2], [1.0, 4.2, -1.4]], "mulliken_charge": [-0.954, 0.169, -0.879, -0.649, -0.812, -0.514, -0.448, -0.770, -0.545, -0.583, -0.473, -0.277, 0.525, -0.497, -0.267, -0.322, -0.585, 0.017, -0.101, 0.604, -0.274, -0.327, -0.291, -0.437, -0.113, 0.296, 0.334, 0.301, 0.326, 0.308, 0.252, 0.311, 0.267, 0.751, 0.525, -0.039, 0.339, 0.236, 0.229, 0.347, 0.328, 0.276, 0.413, 0.260, 0.353, 0.276, 0.368, 0.281, 0.271, 0.332, 0.347, 0.379, -0.209, 0.225, 0.337, 0.367, 0.319, 0.241, 1.852]}

Record 2
{"formula": "C20H33BrN6O3P", "method": "the ωB97M-V functional and the def2-TZVPD basis", "total_energy_ha": -4251.098362, "total_charge": 1, "homo_ev": -11.601, "symbols": ["C", "P", "C", "C", "C", "C", "O", "Br", "C", "O", "C", "C", "C", "O", "C", "N", "H", "H", "H", "H", "H", "H", "H", "H", "H", "H", "H", "H", "H", "H", "H", "H", "H", "H", "C", "C", "N", "H", "H", "H", "C", "C", "N", "H", "H", "H", "C", "C", "N", "H", "H", "H", "C", "C", "N", "H", "H", "H", "C", "C", "N", "H", "H", "H"], "xyz": [[1.75180, 1.76566, 1.12349], [0.47564, 2.03200, -0.24130], [1.25570, 3.29614, -1.40878], [-0.02399, 0.41512, -1.11208], [0.47950, 0.46404, -2.63793], [-0.38654, 1.36443, -3.62910], [-0.18893, 1.19954, -4.86494], [-1.74126, 2.71090, -3.12487], [0.68527, -0.91546, -0.47186], [0.40874, -1.09150, 0.93170], [-1.01677, -1.18764, 1.21126], [-1.37135, -0.31347, 2.50796], [-1.78599, 1.20064, 2.20966], [-2.90811, 1.59432, 1.79640], [-1.92814, -0.90783, -0.07359], [-1.50787, 0.24923, -0.92896], [1.39324, 1.06230, 1.96877], [1.90249, 2.79048, 1.64206], [2.77633, 1.45667, 0.70466], [1.86553, 2.86179, -2.27214], [2.00329, 3.91970, -0.77928], [0.49905, 4.06508, -1.81817], [1.60029, 0.73471, -2.71919], [0.41550, -0.62124, -3.04378], [1.81770, -0.72702, -0.58211], [0.44757, -1.82201, -1.12868], [-1.20700, -2.29235, 1.50794], [-2.16060, -0.83116, 3.15513], [-0.40521, -0.27927, 3.14703], [-0.99356, 2.01838, 2.42378], [-3.00278, -0.67130, 0.28949], [-2.01973, -1.84287, -0.72234], [-1.86633, 1.14008, -0.50045], [-2.04416, 0.16021, -1.82354], [-5.56116, 3.20209, -4.34450], [-5.70511, 2.02572, -3.47986], [-5.81104, 1.10208, -2.80031], [-6.43804, 3.85157, -4.29097], [-4.69415, 3.80464, -4.06338], [-5.43217, 2.91818, -5.39170], [4.04200, -1.78539, 1.97799], [4.45041, -0.50536, 1.39444], [4.77131, 0.50308, 0.93573], [3.13155, -1.68477, 2.57108], [3.84598, -2.53433, 1.20628], [4.81348, -2.19151, 2.63524], [6.83104, -0.28844, -2.04550], [6.66534, -1.46053, -1.18210], [6.53522, -2.38225, -0.50314], [5.95920, 0.36860, -2.00168], [7.70031, 0.30550, -1.75369], [6.96982, -0.57587, -3.09063], [-7.52174, 0.58767, 0.45139], [-7.65315, -0.59030, 1.31361], [-7.75480, -1.51577, 1.99091], [-8.40251, 1.23137, 0.51201], [-6.65669, 1.19480, 0.72938], [-7.39705, 0.30677, -0.59735], [3.42927, -5.28314, 4.91054], [3.18289, -3.85090, 4.72073], [2.99002, -2.72527, 4.57159], [3.95907, -5.47882, 5.84573], [2.49607, -5.85054, 4.94090], [4.03527, -5.69719, 4.10101]], "forces_ev_per_angstrom": [[1.0, 0.1, 0.4], [-0.7, 1.4, 1.4], [1.1, 0.8, -0.4], [3.3, -1.1, -0.7], [-1.0, -0.9, 0.4], [2.0, -1.5, -5.6], [-1.1, 0.9, 5.8], [0.6, -0.9, 0.2], [1.0, 1.0, -0.6], [-1.0, 0.5, -1.6], [-0.6, -0.9, 0.4], [0.7, 0.5, 0.3], [-1.9, 1.2, -0.4], [3.6, -2.0, 1.0], [-1.5, -1.3, 1.3], [-1.1, 0.5, -0.4], [0.6, 0.9, -1.7], [-0.4, -1.5, -1.1], [-1.6, 0.3, 0.9], [-0.8, 0.6, 1.1], [-1.2, -1.2, -0.9], [1.1, -1.6, 0.7], [-2.0, -0.1, 0.2], [-0.1, 1.8, 0.3], [-1.7, -0.4, 0.4], [0.0, 1.0, 1.0], [0.1, 1.8, -0.6], [0.9, 0.8, -1.2], [-1.5, -0.1, -1.1], [-1.0, -1.3, -0.2], [1.8, -0.3, -0.6], [0.4, 1.4, 0.8], [0.4, -0.5, -0.2], [0.6, 0.2, 0.6], [0.0, 0.2, -0.2], [0.0, 0.0, 0.0], [0.2, 0.4, -0.2], [0.0, -0.2, 0.1], [-0.1, -0.2, 0.1], [0.0, -0.2, 0.2], [-0.1, -0.1, -0.1], [0.2, 0.0, -0.1], [-0.2, -0.6, 0.1], [0.2, 0.2, -0.1], [0.2, 0.2, -0.1], [0.0, 0.3, -0.1], [0.1, 0.2, -0.2], [0.0, -0.2, 0.1], [0.0, 0.5, -0.3], [0.0, -0.2, 0.2], [-0.1, -0.2, 0.1], [0.0, -0.2, 0.2], [0.0, 0.2, -0.2], [0.0, -0.1, 0.1], [0.1, 0.4, -0.3], [0.0, -0.2, 0.1], [-0.1, -0.2, 0.1], [0.0, -0.1, 0.2], [0.1, -0.3, 0.0], [0.0, 0.1, 0.0], [-0.1, -0.7, 0.3], [-0.1, 0.2, -0.1], [0.0, 0.3, 0.0], [-0.1, 0.2, 0.0]], "mulliken_charge": [-0.817, 0.238, -0.920, 0.435, -0.642, 0.224, -0.481, -0.146, -1.311, -0.325, 0.188, -0.590, 0.054, -0.491, -1.042, -0.194, 0.160, 0.405, 0.216, 0.282, 0.398, 0.320, 0.382, 0.484, 0.403, 0.448, 0.316, 0.454, 0.286, 0.293, 0.443, 0.403, 0.558, 0.484, -0.725, 0.387, -0.398, 0.302, 0.176, 0.276, -0.682, 0.439, -0.627, 0.234, 0.302, 0.382, -0.754, 0.375, -0.401, 0.211, 0.261, 0.315, -0.603, 0.291, -0.363, 0.305, 0.185, 0.182, -0.816, 0.442, -0.441, 0.281, 0.277, 0.272]}

Record 3
{"formula": "C20H33GaN5O6Si", "method": "the ωB97M-V functional and the def2-TZVPD basis", "relative_energy_kcal_mol": 0.21, "total_energy_ha": -3721.299523, "total_charge": -1, "homo_ev": -3.255, "symbols": ["Ga", "N", "C", "C", "C", "C", "N", "H", "H", "H", "H", "H", "H", "H", "H", "H", "H", "H", "H", "C", "C", "C", "C", "N", "H", "H", "H", "H", "H", "H", "H", "H", "H", "O", "C", "O", "C", "C", "C", "C", "C", "C", "N", "O", "O", "N", "O", "O", "H", "H", "H", "C", "Si", "C", "C", "C", "C", "H", "H", "H", "H", "H", "H", "H", "H", "H"], "xyz": [[0.04776, 0.25272, -0.17810], [0.93875, -1.00369, 2.47032], [0.19867, -1.79100, 3.45312], [-1.29715, -1.84902, 3.15270], [-1.75332, -2.74170, 1.98901], [-1.92036, -2.06330, 0.62785], [-0.68960, -1.76986, -0.13052], [1.87338, -0.80336, 2.80566], [0.46973, -0.12107, 2.24426], [0.30174, -1.40327, 4.47567], [0.61958, -2.80374, 3.45852], [-1.65419, -0.83261, 2.94940], [-1.77861, -2.19931, 4.06993], [-2.74901, -3.12104, 2.23250], [-1.08724, -3.61309, 1.90894], [-2.40958, -1.09520, 0.77218], [-2.57218, -2.70038, 0.02528], [-0.81953, -1.92529, -1.12446], [0.10219, -2.33871, 0.15371], [-2.13322, 3.11569, 0.30162], [-1.36626, 2.30711, 1.37408], [-2.21966, 2.31185, 2.65590], [-0.06359, 3.07931, 1.68294], [-1.16716, 0.94030, 0.97169], [-2.32488, 4.15500, 0.61481], [-3.08781, 2.62384, 0.09479], [-1.55065, 3.12659, -0.62422], [-2.52775, 3.32919, 2.94309], [-1.64817, 1.87502, 3.48230], [-3.11196, 1.70094, 2.49070], [-0.26305, 4.11295, 2.00490], [0.57343, 3.10147, 0.79622], [0.48615, 2.56900, 2.48256], [2.03986, -1.01511, -0.41952], [2.59634, 0.06404, -0.15267], [1.95782, 1.14261, 0.01940], [4.09584, 0.11720, -0.00494], [4.89155, -0.75741, -0.72536], [6.26772, -0.65842, -0.61740], [6.86939, 0.26972, 0.20678], [6.05133, 1.10834, 0.93638], [4.67243, 1.05914, 0.83262], [6.67654, 2.08883, 1.84016], [5.95127, 2.72742, 2.56274], [7.88334, 2.19653, 1.80878], [7.12429, -1.56767, -1.39898], [8.32478, -1.43415, -1.30673], [6.58136, -2.40095, -2.08554], [4.44040, -1.50621, -1.36201], [7.94364, 0.33330, 0.28292], [4.05453, 1.75074, 1.38885], [-0.52684, 1.83763, -5.95116], [-0.06837, 0.17167, -5.22808], [-1.30874, -1.09060, -5.85266], [1.63099, -0.31858, -5.84534], [-0.08462, 0.22237, -3.41709], [-0.05719, 0.24186, -2.19664], [-0.52398, 1.80328, -7.04562], [0.17705, 2.61188, -5.63193], [-1.52492, 2.13888, -5.62117], [-1.34043, -1.09629, -6.94778], [-2.31358, -0.86480, -5.48447], [-1.04659, -2.09814, -5.51584], [1.66184, -0.35709, -6.93952], [1.90935, -1.30457, -5.45995], [2.38958, 0.39452, -5.50669]], "forces_ev_per_angstrom": [[-1.2, 0.5, -0.4], [0.0, -0.1, 0.0], [0.0, 0.2, -0.1], [0.0, 0.1, -0.1], [0.4, 0.1, -0.1], [-0.3, 0.2, 0.1], [0.5, -0.1, 0.1], [0.0, 0.0, -0.1], [-0.3, 0.0, 0.3], [0.1, 0.1, 0.0], [-0.1, -0.1, 0.1], [0.1, 0.0, 0.1], [-0.1, 0.0, 0.0], [0.0, -0.1, 0.0], [-0.1, 0.0, -0.1], [0.0, 0.0, 0.0], [0.0, 0.0, -0.1], [-0.1, 0.0, 0.0], [0.0, 0.0, 0.1], [0.0, 0.0, 0.0], [0.2, 0.1, -0.1], [0.0, 0.1, 0.0], [-0.1, 0.0, 0.0], [0.4, -0.3, 0.2], [0.0, -0.2, -0.1], [0.0, 0.0, 0.0], [0.0, 0.0, 0.0], [0.0, -0.1, 0.0], [-0.1, 0.0, -0.1], [0.0, 0.0, 0.0], [0.0, -0.1, 0.0], [0.0, 0.1, 0.0], [0.0, 0.0, -0.1], [0.3, 0.0, 0.0], [-0.2, 0.0, 0.0], [0.2, -0.3, 0.1], [-0.2, 0.1, -0.1], [0.1, -0.3, -0.1], [-0.2, 0.2, 0.1], [0.4, 0.0, 0.0], [-0.2, -0.2, -0.2], [0.1, 0.2, 0.1], [0.0, -0.1, -0.1], [-0.3, 0.2, 0.2], [0.3, -0.1, -0.1], [-0.1, 0.0, 0.1], [0.3, 0.1, 0.1], [-0.3, -0.2, -0.2], [0.0, 0.0, 0.0], [0.0, 0.0, 0.0], [0.0, 0.0, 0.0], [0.0, 0.1, 0.0], [-0.1, 0.0, -0.1], [-0.1, -0.1, 0.0], [0.1, 0.0, 0.0], [0.0, 0.0, 0.2], [0.3, 0.1, 0.0], [0.0, 0.0, 0.1], [-0.1, -0.1, 0.0], [0.1, 0.0, 0.0], [0.0, 0.0, 0.1], [0.1, 0.0, 0.0], [0.0, 0.1, 0.0], [0.0, 0.0, 0.1], [0.0, 0.1, 0.0], [-0.1, -0.1, 0.0]], "mulliken_charge": [-0.158, -0.095, -0.951, -0.047, -0.874, -0.526, -0.264, 0.212, -0.198, 0.369, 0.369, -0.126, 0.435, 0.360, 0.319, 0.199, 0.398, 0.321, 0.264, -1.740, 1.278, -1.824, -1.636, 0.495, 0.406, 0.342, 0.324, 0.440, 0.335, 0.311, 0.507, 0.273, 0.299, -0.652, 0.482, -0.499, 0.170, -0.480, -0.124, -0.326, -0.066, -0.644, 1.050, -0.612, -0.628, 1.064, -0.632, -0.621, 0.652, 0.598, 0.663, -0.959, -0.024, -0.968, -0.948, 2.280, -2.212, 0.280, 0.298, 0.298, 0.278, 0.303, 0.293, 0.278, 0.288, 0.298]}

no.,orbital gap (hartree)
1,0.0458
2,0.3044
3,0.1588